(1)
Formula: C29H32AsCaI2N5O3S4
Source: the Open Molecules 2025 dataset
Level of theory: ωB97M-V with the def2-TZVPD basis set

Calculated values
**Largest force on an atom**: 0.0110 hartree/bohr
**HOMO level**: -7.03 eV
**Relative energy (zero: lowest compared OMol25 entry of this formula, charge and spin)**: 0.0000 eV
**Calculated total energy**: -6725.507625 a.u.
**LUMO**: 0.136 eV

Geometry as XYZ:
```
77
Properties=species:S:1:pos:R:3:forces:R:3
H -1.023154 -6.182325 -4.173223 0.00 0.00 0.00
C 1.064482 3.545653 1.226875 0.11 -0.16 0.03
H 4.012084 -3.264457 0.679485 0.02 0.00 -0.03
C -0.692493 -5.247183 -3.738267 -0.01 -0.03 -0.02
C -0.495879 4.768959 -0.146069 0.06 -0.07 -0.01
H 2.964067 4.708195 -3.784161 0.02 -0.01 0.03
S 1.598696 1.383215 -4.594494 0.02 -0.03 -0.03
H 4.662465 -0.792428 -0.928543 0.03 0.00 0.00
Ca -0.106750 0.287223 0.254767 0.28 0.40 0.28
H 5.178832 -1.046132 3.212586 -0.04 -0.02 -0.02
H -0.563465 -4.236177 -5.631447 0.00 0.01 -0.01
C -1.215559 -1.212514 3.155131 0.00 -0.04 0.05
H 3.024113 -3.156823 2.160839 0.01 0.00 0.02
C 3.178385 -2.756403 1.161244 -0.04 0.08 0.01
C -4.493114 -0.970511 1.796396 -0.07 0.00 0.05
C -1.327563 2.001402 5.134407 0.01 -0.06 -0.04
H 4.059884 0.823192 -0.465880 0.00 0.02 0.03
H -0.370368 -2.214132 1.588277 0.00 0.00 0.03
C -1.163620 0.663692 4.827408 -0.05 0.04 -0.03
N -1.059292 -1.486437 1.734608 0.00 0.14 -0.17
H -1.265566 2.337684 6.161264 0.00 0.02 0.00
C -3.367460 -0.815024 1.008521 -0.11 0.11 0.01
H 1.240733 4.292625 -3.867634 -0.01 -0.02 0.04
H -2.731178 -2.766803 1.512736 0.02 -0.02 -0.08
C -2.301817 -1.875908 1.035072 -0.10 -0.13 0.00
C -0.530375 -5.139772 -2.360295 0.00 0.00 0.07
C -0.017851 -2.949226 -4.022714 -0.01 -0.09 0.10
H 1.781512 3.186696 1.951656 0.01 0.05 0.03
N 1.239544 0.617845 -2.043897 -0.38 -0.13 -0.24
C -1.584350 2.899252 4.105659 -0.01 -0.02 -0.01
C 2.530188 2.906785 -4.913429 0.01 0.04 0.06
N 0.498835 2.758178 0.361623 -0.17 -0.15 0.07
I -4.174701 2.904432 -1.075964 0.01 0.07 -0.04
H -6.208845 1.812010 0.935425 0.00 -0.01 0.00
C -0.438941 -4.169177 -4.559011 0.01 0.03 0.03
C -5.418479 1.073791 0.962704 -0.09 0.16 -0.05
O 0.774041 -1.593180 -0.694041 0.03 -0.01 0.15
C 0.607556 -1.571191 -1.959260 -0.07 -0.21 -0.07
S 0.564948 5.171459 1.137895 -0.03 0.03 -0.05
H 2.200789 3.303040 -5.873195 -0.02 -0.02 -0.01
H 2.271467 -2.861622 0.563342 0.07 0.04 0.01
C -4.300473 1.235216 0.162420 0.01 -0.17 0.13
As 3.545971 -0.869395 1.306731 -0.09 0.04 0.01
C -0.384831 3.446465 -0.426499 -0.18 0.19 -0.06
C 1.658644 1.518056 -2.842569 0.10 0.23 0.18
H 0.029121 -3.823468 -0.760309 -0.01 -0.02 -0.01
I -7.179956 -0.287408 3.017450 -0.05 0.00 0.03
C -0.109234 -3.938051 -1.827790 0.02 0.02 0.01
C -1.621932 2.413208 2.812579 -0.01 0.11 0.02
H -2.153819 -1.646126 3.527802 0.05 -0.03 0.03
C 0.155532 -2.826334 -2.629935 0.02 0.09 -0.11
N -1.443624 1.127444 2.510244 0.30 -0.09 -0.24
C 2.249213 3.886367 -3.787440 -0.01 -0.05 -0.07
H -0.733184 -5.983739 -1.714735 0.00 0.00 0.00
O 0.204195 -1.949496 -4.886674 0.10 0.29 0.12
C -3.220916 0.325453 0.164416 0.13 -0.03 0.02
H -1.745500 3.951016 4.295617 0.00 0.01 0.02
C -1.251981 0.260610 3.497077 -0.15 -0.02 0.14
H 3.594855 2.681187 -4.969207 -0.01 -0.03 0.00
H -1.807481 3.074791 1.971919 0.00 0.01 0.00
H 2.918220 -0.403760 -1.065454 0.23 -0.02 0.19
H -1.140376 5.491732 -0.616082 0.01 0.04 0.02
H -0.402401 -1.678586 3.714094 0.02 0.02 -0.02
S 2.054735 0.158171 2.394063 0.10 -0.06 -0.18
O -2.149255 0.516760 -0.532116 0.00 -0.06 -0.08
H 5.576506 0.329024 2.169452 -0.04 0.00 -0.03
C 5.266258 -0.713992 2.180080 -0.07 -0.06 -0.04
H 5.998682 -1.324706 1.651700 -0.01 0.02 0.01
C -5.515178 -0.028715 1.790594 0.16 -0.10 -0.02
N 0.802560 -0.520935 -2.731724 0.02 -0.10 -0.18
H -0.977392 -0.070262 5.600652 -0.01 0.00 0.02
H -0.950120 2.918869 -1.182153 -0.04 -0.02 0.01
H -4.578424 -1.849632 2.425408 -0.01 0.00 0.00
C 3.831432 -0.240782 -0.489652 -0.02 -0.11 0.02
H -2.016706 -2.140315 0.012731 0.01 -0.01 0.01
S 2.421945 2.983988 -2.228995 -0.02 0.01 -0.08
H 0.473115 -1.160561 -4.350091 -0.05 -0.13 -0.06
```
Forces are in eV/Å.



(2)
Formula: C24H43CeNO2P2
Source: the Open Molecules 2025 dataset
Level of theory: ωB97M-V with the def2-TZVPD basis set

Calculated values
**Largest force on an atom**: 0.0938 hartree/bohr
**HOMO level (alpha / beta)**: -12.06 / -12.05 eV
**Calculated total energy**: -2302.487519 a.u.
**LUMO (alpha / beta)**: -9.487 / -9.496 eV
**Net charge**: +2

Geometry as XYZ:
```
73
Properties=species:S:1:pos:R:3:forces:R:3
H 1.161348 3.534968 1.340701 0.29 0.11 -0.15
H 0.367165 -3.587101 -1.311331 -0.44 0.24 0.08
H -0.363450 -0.433049 -5.978710 -0.33 0.13 0.32
H -3.261181 -1.227672 -3.541862 0.18 -0.14 0.08
C 2.403228 -3.233036 1.450134 0.74 1.06 -0.86
H -2.859942 1.161670 -5.252906 0.25 0.03 -0.23
C -2.371233 -1.797827 -3.245712 -0.04 0.08 0.27
H 2.932084 0.658734 2.290347 -0.37 -0.12 0.05
C 2.812136 -3.232975 -0.064668 0.18 -0.21 1.33
H 0.670282 -2.913478 2.773217 0.06 -1.35 0.28
P -0.855868 -0.802023 -3.588083 0.13 -0.80 -1.48
H -1.532375 1.632207 -6.354404 -0.08 -0.06 0.49
H 2.200288 -3.966058 -0.608347 0.20 0.32 0.20
H 0.880389 -1.195319 5.037060 -0.31 0.07 -0.15
C -0.127760 -0.836659 4.783283 -0.22 -0.38 -0.15
C -0.157048 -2.996812 -0.541376 0.16 -0.26 -0.25
H 0.566035 -2.225761 -5.064679 -0.22 -0.13 0.45
H 0.436955 -1.231713 0.461490 -0.09 0.16 -0.02
H -1.237208 -3.001685 -0.767131 0.48 -0.32 0.02
C 0.330876 -1.519242 -0.591820 -0.37 -0.97 -0.74
H 2.310000 -0.735200 3.197588 -0.31 0.23 -0.39
H -2.836059 1.125003 5.184276 0.10 -0.01 0.10
C -0.721340 4.215396 4.117778 -0.02 0.14 -0.24
H 2.988513 -2.470614 1.988307 -0.03 -0.07 -0.20
H -1.154531 4.590632 -4.146650 -0.12 0.02 -0.14
C 2.767312 -1.885651 -0.722052 0.19 0.45 -0.88
C 0.926511 -3.134080 1.735804 0.05 -0.84 0.05
H 1.308859 -1.968247 -3.464981 -0.29 -0.29 -0.37
H -2.347427 -2.753192 -3.787998 -0.10 0.27 0.17
Ce -1.052477 1.462162 2.058799 -2.85 -1.11 -3.73
H -2.428751 -1.977733 -2.164742 -0.18 -0.15 -0.26
H 2.684455 2.866113 2.048683 -0.37 0.17 -0.17
C -0.039050 0.503206 4.123846 1.03 0.91 0.53
H 0.799887 2.272603 -5.583625 -0.19 0.00 0.34
N -2.104494 -0.629407 2.442868 -1.95 -2.55 -0.15
H -1.336632 3.856811 -5.767226 0.00 -0.11 0.36
H 2.769343 -4.184172 1.871117 -0.50 0.16 0.01
C -0.263224 2.811041 3.901926 1.03 -0.78 0.87
C -1.610573 3.766597 -4.705293 -0.15 0.37 0.27
H 3.732914 -1.367113 -0.814830 -0.27 -0.55 -0.74
H -2.699993 3.857920 -4.616563 0.18 0.08 -0.05
C 1.708156 3.313535 2.274956 0.00 -0.24 0.16
C 0.894493 2.403784 3.131465 -0.23 -0.36 1.40
C 1.008650 0.972207 3.226207 -0.09 0.35 1.80
C -0.015317 -3.550136 0.856470 -0.33 -0.07 0.23
H 1.230166 1.349868 -4.107457 -0.10 0.10 -0.16
C -0.843611 1.635725 4.497998 1.54 0.53 0.73
H -1.589048 1.129572 6.436854 -0.03 0.11 -0.21
H -0.446447 -0.884283 -1.030905 0.19 -0.04 -0.28
H 0.096940 4.916264 3.926988 -0.21 -0.09 0.02
H -0.711043 -0.774565 5.712996 0.21 0.06 -0.31
C 0.675950 2.215659 -4.491892 0.16 0.03 0.55
C 0.361328 -2.171032 -3.983404 0.03 0.10 0.29
H -2.045483 -0.982825 -5.752306 0.43 0.12 0.07
H -0.046296 -3.120381 -3.605957 0.27 0.17 -0.30
C -1.931070 1.640555 5.528281 -0.43 0.03 -0.20
C 1.667273 -1.327466 -1.259306 0.35 1.08 0.85
O -3.012470 0.339753 2.260209 1.44 -0.21 0.14
H 3.847982 -3.608201 -0.132384 -0.42 0.19 0.08
C -1.268154 -0.304656 -5.359697 0.07 0.00 0.25
C -1.766206 1.144170 -5.391921 -0.33 -0.03 0.73
H -1.554643 4.492176 3.457664 -0.03 0.13 0.06
H 1.593585 -0.289513 1.600350 0.40 -0.19 0.23
H -2.227706 2.661482 5.794876 0.12 -0.28 -0.06
H -0.627046 -1.583093 4.151705 0.34 0.02 0.22
H 1.126612 3.106457 -4.034281 0.02 -0.14 -0.19
O -2.467735 -1.780703 2.567996 1.14 3.37 -0.21
H 1.711972 -0.573194 -2.066810 0.25 0.07 1.00
H 1.876868 4.267882 2.787209 -0.10 -0.15 -0.19
H -0.789928 -4.279745 1.127219 -0.41 1.14 0.55
P -1.099883 2.170725 -3.938105 0.19 0.27 -1.90
C 2.016833 0.104125 2.544925 0.07 0.16 -0.09
H -1.062681 4.356600 5.147816 0.03 -0.04 -0.21
```
Forces are in eV/Å.



(3)
Formula: C7H10NS
Source: the Open Molecules 2025 dataset
Level of theory: ωB97M-V with the def2-TZVPD basis set

Calculated values
**Largest force on an atom**: 0.0756 hartree/bohr
**HOMO level**: -1.90 eV
**Relative energy (zero: lowest compared OMol25 entry of this formula, charge and spin)**: 0.0754 eV
**Calculated total energy**: -725.655614 a.u.
**Structure (SMILES)**: CCc1c([S-])ccn1C
**LUMO**: 3.538 eV
**Net charge**: -1

Geometry as XYZ:
```
19
Properties=species:S:1:pos:R:3:forces:R:3
H 1.429297 -3.035908 -2.097149 -0.56 1.52 0.61
H -1.303726 -1.885420 1.747229 -0.30 -0.71 1.60
N -0.099352 -1.250700 0.251855 -0.34 -1.29 -1.48
C 1.717239 -0.994598 -1.068378 -0.93 -0.62 -0.16
C -0.049502 -2.382501 -0.637447 0.66 2.97 1.60
C 1.038028 -2.213955 -1.420126 1.23 -1.56 -0.52
H 0.749258 1.386507 1.205569 -0.35 -0.16 0.08
H -0.872787 -3.013655 -0.753552 -1.01 -1.07 0.32
C 0.965596 -0.396655 -0.054843 0.71 -1.00 -0.98
C 0.517967 1.868913 -0.955709 2.53 -0.82 1.28
C -1.226615 -1.036130 1.138380 2.85 2.61 -0.45
H -0.458178 1.528366 -1.025635 -2.10 -0.35 -0.82
H 1.222257 1.449915 -1.738304 -1.12 1.32 0.00
C 1.110638 1.046149 0.230372 1.22 1.53 0.55
H 0.548944 2.927605 -0.654420 0.19 -0.16 -0.79
S 3.008344 -0.372385 -2.022288 0.84 0.50 -0.10
H -2.087968 -0.895061 0.591434 -2.23 0.02 -1.36
H -1.047972 -0.005231 1.577946 -0.20 -1.56 0.43
H 2.199124 1.397829 0.217150 -1.09 -1.18 0.21
```
Forces are in eV/Å.



(4)
Formula: C2H4AgO
Source: the Open Molecules 2025 dataset
Level of theory: ωB97M-V with the def2-TZVPD basis set

Calculated values
**Largest force on an atom**: 0.1444 hartree/bohr
**HOMO level**: -12.65 eV
**Relative energy (zero: lowest compared OMol25 entry of this formula, charge and spin)**: 2.6361 eV
**Calculated total energy**: -300.327570 a.u.
**LUMO**: -6.820 eV
**Net charge**: +1

Geometry as XYZ:
```
8
Properties=species:S:1:pos:R:3:forces:R:3
H -0.780894 2.032197 0.238135 2.43 0.41 -2.03
C 0.044957 -0.758363 0.477411 0.57 1.96 -5.13
H -1.075957 0.182792 -1.000935 -0.95 -0.30 0.71
C -0.949995 0.041356 0.074219 0.90 -5.29 5.14
H -1.465376 -0.398030 1.100195 -1.25 2.06 -2.41
Ag 3.254588 -1.750633 -0.964599 -0.48 0.11 0.40
H -0.161307 1.865783 -0.316840 -1.90 1.78 1.92
O 1.133986 -1.215105 0.392411 0.69 -0.74 1.40
```
Forces are in eV/Å.



(5)
Formula: C6H12O
Source: the Open Molecules 2025 dataset
Level of theory: ωB97M-V with the def2-TZVPD basis set

Calculated values
**Largest force on an atom**: 0.0156 hartree/bohr
**HOMO level (alpha / beta)**: -6.52 / -6.89 eV
**Relative energy (zero: lowest compared OMol25 entry of this formula, charge and spin)**: 3.5558 eV
**Calculated total energy**: -310.928600 a.u.
**LUMO (alpha / beta)**: 1.033 / 1.031 eV

Geometry as XYZ:
```
19
Properties=species:S:1:pos:R:3:forces:R:3
C 1.320562 1.180103 0.468539 0.04 0.00 0.03
H 0.747046 0.568231 -1.490096 -0.07 -0.04 0.12
C -0.860703 0.143324 -0.241863 0.39 0.27 -0.65
H 0.538805 -1.930351 -1.019092 0.11 0.13 -0.04
H 0.940956 2.190663 0.276358 0.08 -0.17 0.01
H 0.242792 -0.899575 2.027940 -0.19 -0.04 0.02
H 2.183884 -1.271834 -0.981686 -0.11 0.07 0.13
H -1.532025 -1.318287 2.599535 0.07 0.11 -0.08
O -1.373569 -0.378524 0.822153 -0.71 -0.03 0.19
H 1.325121 -1.670604 0.517510 0.11 0.09 -0.11
C -1.828429 0.683721 -1.241934 -0.04 0.00 0.03
C -0.828918 -0.876529 1.912332 0.30 -0.21 0.38
H -1.637512 0.279212 -2.246171 -0.03 0.03 0.16
H -1.754037 1.778822 -1.325675 -0.03 -0.14 0.01
H 2.404330 1.194380 0.308458 -0.14 -0.07 0.00
C 0.619428 0.177842 -0.472380 -0.02 0.00 -0.07
C 1.209736 -1.250030 -0.482747 0.05 -0.02 0.08
H 1.136117 0.965807 1.526472 0.05 -0.02 -0.18
H -2.853584 0.433632 -0.957653 0.12 0.04 -0.02
```
Forces are in eV/Å.